{
  "formula": "C28H49IrNO2P2",
  "method": "wB97M-V/def2-TZVPD",
  "elements": ["H", "H", "H", "N", "H", "H", "P", "H", "P", "H", "H", "H", "C", "H", "C", "H", "H", "H", "H", "C", "H", "C", "H", "H", "H", "H", "C", "H", "C", "H", "H", "C", "C", "C", "C", "H", "H", "H", "C", "C", "H", "C", "O", "H", "H", "C", "H", "C", "C", "C", "H", "C", "C", "H", "Ir", "H", "C", "C", "C", "H", "C", "H", "H", "H", "H", "H", "C", "H", "O", "H", "H", "H", "H", "H", "C", "C", "H", "C", "H", "H", "H", "C", "H"],
  "xyz": [[-4.58197, 1.72807, -2.32131], [1.91072, -2.16175, 5.56498], [-3.27474, -2.00795, -2.49118], [1.73289, -0.72494, 2.76954], [-0.79259, -2.57028, -3.95920], [-0.21224, 0.32207, -6.14588], [1.29604, -3.15937, 0.67326], [-4.53461, -1.17973, -1.55968], [1.96698, 2.07452, 0.59489], [-1.40090, -2.47936, 0.50619], [2.69486, 4.34619, 0.25960], [-1.88761, 3.57386, 0.45872], [-1.95110, 0.87394, 0.61104], [-0.98498, 0.54890, 2.48324], [2.07529, 2.74329, 2.30134], [2.13954, 3.65667, -1.29478], [-0.92729, 2.22581, 1.89009], [-2.39703, 1.57516, 2.60827], [1.24266, -0.99606, -5.29829], [1.93437, 3.72393, -0.22318], [2.64232, -2.65831, -1.27343], [-1.73584, -1.61460, 1.09382], [3.95319, -2.16987, 4.45223], [-1.73592, 1.09139, -5.81765], [1.41930, -5.44641, 1.64568], [-2.33562, -1.03098, -4.90334], [1.05629, -1.36394, -4.27753], [2.07389, -0.41662, 5.85623], [-1.54525, 1.32717, 1.96597], [3.24582, -4.12072, -0.39246], [-2.28130, 3.68236, -1.27457], [-0.14756, 1.67450, -4.48492], [1.10491, -0.91909, 3.98314], [3.77646, 1.79129, 0.42884], [3.08157, -0.90122, 2.93415], [-0.97661, -1.38821, 1.85443], [-3.56658, 3.45765, -0.07788], [1.09977, 0.51705, -1.43195], [-2.41871, 1.70112, -0.42482], [0.74994, 0.30727, -2.44240], [-3.67983, 0.65286, -3.47575], [-2.53444, 3.17276, -0.33127], [-0.11564, -0.86340, 4.16581], [4.08347, 1.74961, -0.61925], [0.85518, 1.86542, -4.86328], [1.60805, -4.41027, 1.97648], [1.50505, -2.35873, -4.21344], [-1.38332, -0.57975, -4.57462], [-3.52225, -1.59570, -1.51884], [-0.08305, 1.34598, -3.01724], [0.87443, -4.60869, -1.24272], [-0.43584, -1.52922, -4.01549], [1.75727, -0.40815, -3.30403], [2.64737, -4.28625, 2.32502], [-1.18028, -0.27661, -2.57600], [3.56251, -2.45583, 0.24812], [2.84890, -3.09890, -0.28582], [-3.59563, 1.42840, -2.70614], [-2.71508, 0.91425, -1.60683], [-0.25145, 2.18392, -2.33558], [-0.87828, 0.62373, -5.33836], [2.47565, -0.95263, -2.68105], [3.10392, 3.08014, 2.47717], [-0.66216, 2.63963, -4.56903], [4.27196, 2.63707, 0.91382], [-0.48820, -4.65112, -0.10644], [2.11829, -1.19787, 5.08830], [0.95827, 4.18913, -0.06749], [3.93666, -0.86741, 2.03401], [2.36339, 0.32045, -3.83981], [1.84783, 1.97702, 3.03790], [-3.11167, 2.28931, -3.19730], [-2.63736, -1.92014, 1.64780], [1.40785, 3.60062, 2.43255], [3.44827, -1.20015, 4.37793], [-2.54069, -0.54579, -1.15662], [-3.47433, -2.39639, -0.78631], [0.25387, -3.99832, -0.57087], [-0.28323, -3.24040, -1.16837], [0.93837, -4.14608, 2.81405], [4.12881, -0.43060, 4.75578], [-2.00766, -0.45774, 0.22461], [4.04620, 0.86022, 0.95447]],
  "forces_ev_per_a": [[0.20, -0.06, -0.18], [-0.22, 0.27, -0.01], [-0.31, -0.30, -0.22], [0.23, -0.19, -0.65], [0.09, 0.46, 0.25], [-0.09, -0.28, -0.09], [1.33, -1.59, -0.59], [0.04, -0.23, 0.04], [3.13, 2.73, 1.38], [-0.33, 0.23, 0.17], [0.00, -0.36, 0.12], [-0.21, -0.06, -0.14], [-0.33, 1.49, -0.02], [0.08, 0.08, 0.11], [-1.06, -0.42, 0.81], [-0.05, 0.02, 0.14], [-0.03, 0.05, 0.13], [-0.02, 0.02, -0.18], [-0.29, -0.30, 0.17], [-1.32, -0.30, -0.97], [0.09, -0.22, 0.32], [0.28, -0.49, 0.22], [0.08, 0.28, -0.19], [-0.01, 0.06, -0.06], [0.05, 0.55, -0.06], [0.31, 0.49, 0.19], [0.28, -0.39, -0.26], [-0.28, -0.24, -0.12], [0.24, 0.01, 0.09], [-0.23, 0.27, 0.09], [-0.14, -0.22, 0.24], [-0.20, 0.67, 0.14], [-1.44, 0.02, 0.57], [0.01, -1.59, -0.67], [0.99, -0.43, -0.64], [-0.17, 0.01, -0.10], [0.18, 0.02, -0.06], [-0.21, -0.15, 0.23], [0.92, -0.18, -0.12], [1.53, 1.80, -0.74], [-0.43, 0.24, 0.13], [0.00, 0.50, -0.10], [1.34, -0.08, -0.56], [-0.06, -0.14, 0.11], [0.19, -0.13, -0.06], [-0.22, 0.76, 0.67], [0.07, 0.15, -0.10], [0.34, -1.57, -1.41], [-0.52, -0.42, -0.10], [1.66, 1.18, 0.81], [0.03, 0.26, 0.30], [-0.14, -0.15, -2.10], [0.19, -0.47, 0.36], [-0.40, -0.08, -0.15], [0.52, -1.88, 2.74], [0.01, -0.22, -0.16], [0.14, 1.00, 0.27], [0.44, -0.28, -0.23], [-1.60, -0.21, 1.83], [-0.18, -0.02, -0.23], [-0.44, 0.22, -0.35], [-0.21, 0.03, 0.00], [-0.24, -0.16, -0.29], [0.04, -0.22, -0.08], [-0.33, 0.00, -0.13], [0.00, 0.13, 0.05], [-0.13, 0.02, 0.40], [0.08, 0.09, -0.13], [-1.05, 0.08, 0.44], [0.00, 0.12, -0.14], [-0.10, 0.02, 0.11], [-0.28, -0.10, 0.28], [0.08, 0.09, -0.13], [-0.07, -0.27, -0.02], [0.21, 0.06, 0.03], [-1.30, 1.38, 1.03], [-0.21, -0.18, -0.01], [-0.90, 0.35, -0.18], [0.24, -0.33, 0.04], [0.26, -0.41, -0.18], [0.03, -0.20, -0.17], [-0.23, -0.88, -1.69], [0.03, 0.23, -0.25]],
  "lowdin_charge": [0.118, 0.129, 0.074, 0.139, 0.119, 0.119, 1.012, 0.111, 1.066, 0.040, 0.078, 0.078, -0.170, 0.051, -0.230, 0.057, 0.064, 0.122, 0.121, -0.227, 0.032, -0.020, 0.128, 0.117, 0.074, 0.125, -0.163, 0.131, 0.005, 0.080, 0.095, -0.160, -0.504, -0.216, -0.523, 0.053, 0.116, 0.050, -0.172, -0.324, 0.078, -0.006, 0.021, 0.062, 0.121, -0.216, 0.114, -0.295, -0.027, -0.312, 0.072, -0.285, -0.180, 0.063, 1.358, 0.035, -0.226, -0.016, -0.282, 0.100, -0.165, 0.092, 0.070, 0.118, 0.068, 0.062, -0.091, 0.047, -0.033, 0.118, 0.035, 0.100, 0.132, 0.062, -0.094, -0.435, 0.089, -0.249, 0.025, 0.054, 0.130, -0.138, 0.025],
  "multiplicity": 6,
  "total_charge": 2,
  "lumo_ev": [-5.85, -9.54],
  "homo_lumo_gap_ev": [6.605, 4.282],
  "total_energy_ha": -2087.74918,
  "homo_ha": [-0.4575, -0.5081]
}

***

{
  "formula": "C28H50BCoN6O2PS2",
  "method": "wB97M-V/def2-TZVPD",
  "elements": ["C", "B", "H", "C", "C", "O", "H", "H", "C", "C", "H", "C", "H", "H", "H", "H", "C", "H", "H", "C", "C", "C", "C", "H", "H", "C", "C", "H", "H", "H", "C", "H", "H", "H", "H", "H", "H", "H", "C", "H", "H", "H", "H", "C", "H", "C", "H", "H", "H", "H", "N", "C", "C", "H", "H", "H", "N", "H", "S", "C", "H", "H", "H", "H", "C", "C", "H", "H", "C", "P", "H", "H", "H", "H", "N", "S", "H", "Co", "N", "H", "C", "H", "N", "H", "C", "C", "C", "N", "C", "O", "H"],
  "xyz": [[-0.92653, 2.23622, 3.45312], [1.20847, -2.04171, 1.72557], [-1.87206, 1.17073, -5.40288], [3.59483, -1.88433, 0.76905], [-1.81395, -2.70876, -0.18902], [-1.06568, 3.09932, -3.56653], [5.24139, 2.62333, -1.48238], [1.48803, -5.10909, 1.15928], [0.13317, 0.14656, 4.48283], [-1.50296, -4.03111, 0.17510], [-1.63780, 5.24477, -2.09902], [0.70108, -1.00883, 4.01467], [0.18311, 2.80668, 5.25621], [1.70458, -2.91317, 2.38083], [-0.30537, 3.00447, 1.51939], [0.49943, -4.95008, 2.61039], [4.28523, -1.01344, -0.03761], [0.77288, -3.09104, 4.57883], [3.55177, -3.99125, 1.22825], [-0.31717, -3.96068, 0.87649], [-0.99406, 5.41295, -2.96705], [-1.21962, 2.87142, 2.10507], [-3.96177, 0.76540, -5.07130], [1.73654, 1.74997, -1.99990], [4.03924, -2.96874, 2.57713], [3.69645, 1.11439, -1.35679], [2.58052, 2.14285, -1.43587], [-5.16316, -2.71697, -0.92470], [-0.33364, 6.26141, -2.75874], [-0.47701, 4.16508, 4.32878], [1.27846, -2.14816, 4.79925], [-2.76510, 3.02552, 4.28836], [0.00541, 0.42186, 5.52136], [-4.15317, -4.10072, -0.48639], [-2.49400, -0.15711, -1.18563], [-1.62160, 5.65982, -3.82723], [-2.08007, -2.00867, -2.87118], [4.22716, 1.39272, -3.44344], [4.10742, -3.08977, 1.49480], [-3.82631, -2.32606, -2.96333], [2.34138, -2.28730, 4.59160], [2.21650, 2.43655, -0.44776], [-1.67654, 3.85576, 2.25189], [-2.50273, 0.57953, -4.73528], [5.80049, 1.11568, -0.74196], [3.98085, 0.56830, -2.76548], [-4.22385, -0.46643, -1.25812], [-0.02326, -6.01722, 1.30051], [-4.19524, 0.28101, -6.02426], [3.10251, 0.04639, -3.16194], [-0.85604, -1.89260, 0.24594], [0.45861, -5.06696, 1.52474], [-3.29464, -0.75732, -0.75755], [4.77018, 2.22207, 0.18231], [4.82008, -0.13424, -2.75739], [-2.09221, 1.67618, 5.22222], [0.06725, 0.21131, 2.23202], [-4.41074, -2.79123, 0.67965], [0.27631, -0.65503, -2.41731], [4.95549, 1.80488, -0.81303], [0.50448, 4.33773, -4.08689], [5.33655, -1.07043, -0.28594], [0.95463, 3.29515, 3.73887], [-1.91547, 2.26082, 1.52282], [-2.25185, 2.06025, 4.21132], [3.35320, -0.04616, -0.45045], [0.42843, 3.93241, -2.36664], [-2.07844, -4.92683, -0.02260], [-0.16832, 4.18080, -3.24376], [-0.89568, 1.62301, -2.89091], [1.16255, -1.93872, 5.86207], [2.94712, 3.03440, -1.95300], [-3.37877, -0.49584, 0.30339], [-4.57772, 0.31922, -4.29024], [0.05125, -2.66751, 0.91259], [-1.01253, 1.96079, -0.87712], [5.15334, -3.24230, 1.23215], [0.03772, 0.00901, -0.11710], [2.15413, -0.32165, 0.07247], [-2.90838, 1.36299, 3.68181], [-0.25036, 0.88129, 3.34276], [-2.69678, -3.64173, -2.58105], [2.32029, -1.45683, 0.82504], [-2.20905, -0.46642, -4.82186], [-2.90285, -2.57879, -2.42949], [-4.26327, -3.01863, -0.38017], [-3.05390, -2.25577, -0.93672], [0.65635, -0.95600, 2.66817], [-0.00800, 3.17785, 4.24645], [-2.29679, 0.99604, -3.36894], [-4.21039, 1.82680, -5.14358]],
  "forces_ev_per_a": [[0.03, -0.05, -0.04], [-0.05, -0.01, 0.02], [0.02, 0.00, 0.01], [-0.10, -0.03, 0.04], [-0.12, -0.09, -0.16], [0.07, 0.15, -0.13], [-0.02, -0.08, 0.07], [-0.12, 0.02, 0.01], [-0.12, 0.20, 0.12], [-0.16, -0.07, -0.01], [0.08, 0.04, -0.10], [0.01, -0.02, -0.14], [-0.01, 0.01, -0.07], [-0.10, 0.14, -0.08], [-0.10, -0.01, 0.07], [-0.02, 0.01, -0.08], [0.17, 0.11, -0.10], [0.02, 0.08, 0.00], [0.04, 0.08, 0.00], [-0.02, 0.03, -0.03], [-0.08, 0.13, 0.05], [0.01, -0.09, -0.11], [-0.07, 0.09, -0.02], [-0.08, 0.01, -0.01], [0.00, 0.01, -0.04], [0.02, -0.04, 0.01], [-0.09, 0.04, 0.02], [0.05, -0.03, 0.05], [-0.10, -0.08, -0.02], [0.06, -0.11, 0.01], [-0.05, 0.07, -0.07], [0.05, -0.11, 0.01], [0.01, -0.01, -0.19], [0.00, 0.08, -0.01], [-0.16, -0.15, 0.03], [0.06, -0.01, 0.08], [-0.04, -0.04, 0.03], [-0.02, -0.08, 0.05], [-0.03, 0.05, -0.07], [0.10, 0.00, 0.05], [-0.06, 0.03, 0.00], [0.04, 0.00, -0.05], [0.04, -0.09, -0.03], [0.16, 0.07, 0.01], [-0.07, 0.07, -0.01], [-0.01, -0.01, -0.05], [0.08, -0.03, 0.03], [0.01, 0.01, 0.00], [0.04, 0.07, 0.10], [0.10, 0.06, 0.04], [0.22, -0.18, 0.24], [-0.02, 0.10, -0.05], [0.00, -0.04, 0.11], [0.03, -0.05, -0.10], [-0.09, 0.07, 0.01], [0.00, 0.02, -0.08], [0.18, -0.40, 0.19], [0.02, -0.04, -0.08], [0.04, -0.17, -0.41], [0.06, 0.05, 0.03], [0.00, -0.08, -0.08], [-0.19, 0.04, 0.03], [-0.09, 0.00, 0.05], [0.08, 0.09, 0.10], [-0.05, 0.02, 0.00], [0.06, -0.05, -0.04], [0.03, -0.12, 0.05], [0.11, 0.20, 0.04], [-0.15, -0.07, 0.00], [0.30, 0.03, 0.35], [0.00, 0.00, -0.03], [-0.05, -0.03, 0.01], [0.00, -0.04, -0.09], [-0.03, -0.03, -0.04], [0.10, 0.13, -0.04], [-0.17, 0.21, -0.40], [-0.01, 0.00, 0.00], [-0.03, 0.17, 0.55], [0.37, -0.39, 0.14], [0.05, 0.07, 0.05], [-0.05, 0.12, 0.20], [-0.02, 0.05, 0.00], [-0.21, 0.03, 0.05], [0.05, -0.07, 0.05], [0.01, -0.02, -0.04], [-0.07, 0.00, 0.01], [0.07, 0.06, 0.07], [0.08, -0.09, -0.22], [0.02, 0.08, 0.01], [-0.09, 0.01, 0.06], [0.00, -0.10, 0.03]],
  "lowdin_charge": [-0.553, -0.517, 0.110, -0.257, -0.236, -0.358, 0.086, 0.073, 0.014, 0.031, 0.078, -0.264, 0.076, 0.104, 0.046, 0.078, 0.024, 0.078, 0.072, -0.255, -0.077, -0.122, -0.069, 0.002, 0.079, -0.549, -0.082, 0.085, 0.080, 0.085, -0.018, 0.086, 0.113, 0.074, -0.022, 0.079, 0.029, 0.088, -0.013, 0.088, 0.077, 0.085, 0.091, -0.292, 0.074, -0.038, 0.094, 0.081, 0.081, 0.060, 0.043, -0.013, -0.068, 0.094, 0.085, 0.078, 0.113, 0.093, 0.355, -0.048, 0.116, 0.114, 0.091, 0.028, -0.046, -0.237, 0.069, 0.113, -0.321, 0.360, 0.080, 0.091, 0.092, 0.074, 0.037, 0.386, 0.082, 0.286, 0.054, 0.090, -0.233, 0.088, 0.037, 0.102, -0.039, -0.052, -0.538, 0.026, -0.049, -0.392, 0.081],
  "multiplicity": 6,
  "lumo_ev": [0.64, -1.62],
  "homo_lumo_gap_ev": [7.800, 6.786],
  "total_energy_ha": -4121.44764,
  "homo_ha": [-0.2633, -0.3090]
}